# 1
163
Properties=species:S:1:pos:R:3:mulliken_charge:R:1 method="wB97M-V/def2-TZVPD" largest_force_ev_per_a=2.41 spin_multiplicity=1 homo_lumo_gap_ev=8.73 smiles=COC[C@H](C)N.COCCNCCOC.COCCNCCOC.COCCNCCOC.COCCNCCOC.OCCO.OCCO.OCCO.OCCO.OCCO total_charge=0 de_lowest_ev=0.000
C -1.2241 -1.9775 -1.6299 -0.992
O -0.6994 -0.7378 -1.3045 1.905
C -0.8214 -0.3628 0.0982 -1.946
C -0.2441 1.0420 0.2980 2.660
C -0.8871 2.0292 -0.6910 -1.359
N 1.2118 1.0414 0.1802 0.568
H -0.8782 -2.2217 -2.6594 0.066
H -2.3139 -1.9630 -1.5400 0.360
H -0.8641 -2.8039 -0.9973 -0.056
H -1.8847 -0.4103 0.4056 0.459
H -0.2166 -1.0391 0.7172 -0.322
H -0.4417 1.3154 1.3479 -0.957
H -1.9603 2.2228 -0.6179 -0.120
H -0.5991 1.7370 -1.7073 0.207
H -0.3766 2.9528 -0.4224 0.228
H 1.6021 1.8823 0.6170 -0.470
H 1.5268 1.1129 -0.7980 0.244
C 2.3967 -4.6379 1.3161 -0.928
O 2.2432 -5.1513 -0.0386 -0.383
C 2.6704 -4.1948 -0.9693 0.665
C 2.6977 -4.8836 -2.3226 -0.627
N 3.9211 -5.6839 -2.5196 -0.225
C 3.7579 -6.8615 -3.3892 -0.851
C 3.3280 -6.6526 -4.8200 -0.253
O 3.3071 -7.9235 -5.4490 -0.310
C 3.1122 -7.9248 -6.8124 -0.669
H 2.1122 -3.5759 1.4082 0.311
H 3.4526 -4.7568 1.6297 0.348
H 1.6663 -5.1792 1.9400 0.363
H 3.6940 -3.8256 -0.6948 0.178
H 2.0042 -3.3321 -0.9734 -0.571
H 2.5559 -4.1844 -3.1833 0.244
H 1.8310 -5.5559 -2.3129 0.389
H 4.7944 -5.1725 -2.6544 0.277
H 3.0529 -7.5043 -2.8986 0.280
H 4.6916 -7.4365 -3.4862 0.381
H 4.0449 -5.9679 -5.3670 0.295
H 2.3583 -6.1501 -4.8685 0.304
H 3.7499 -7.1245 -7.2638 0.290
H 2.0603 -7.7035 -7.0319 0.256
H 3.5107 -8.8824 -7.2032 0.238
C -5.3748 -2.2097 1.8636 -0.507
O -5.4386 -1.2468 2.9486 -0.321
C -5.1044 -1.7123 4.2690 -0.346
C -5.1414 -0.5258 5.2412 -1.031
N -4.1253 0.4722 4.9217 -0.271
C -4.4040 1.4743 3.8687 -0.685
C -3.2083 2.4407 3.9499 -0.343
O -3.3966 3.6300 3.2430 -0.535
C -3.2593 3.5304 1.8429 -0.184
H -5.7756 -1.7066 0.9905 0.274
H -6.0248 -3.1108 2.0557 0.307
H -4.2897 -2.4939 1.6967 0.036
H -4.1215 -2.1850 4.2887 0.201
H -5.8453 -2.4300 4.6201 0.483
H -4.8843 -0.9215 6.2275 0.415
H -6.1162 -0.1230 5.3618 0.371
H -3.7975 0.9241 5.7795 0.236
H -5.3140 2.0869 4.0164 0.274
H -4.4161 0.9078 2.9610 0.335
H -2.2659 1.9719 3.6222 0.191
H -3.0523 2.7131 4.9900 0.438
H -3.8645 2.7217 1.4623 0.254
H -2.2057 3.3199 1.6321 0.096
H -3.6777 4.4588 1.4710 0.096
C 0.4153 6.4832 -2.4576 -0.606
O -0.9296 6.0090 -2.4155 -0.332
C -1.6441 6.3949 -1.2916 0.148
C -3.0441 5.8136 -1.4107 -1.081
N -3.0360 4.4027 -1.7182 0.311
C -4.3731 3.8135 -2.0160 -1.063
C -4.2564 2.3284 -2.3733 -0.200
O -3.2677 2.2275 -3.3591 -0.403
C -2.7172 0.9214 -3.5308 -0.412
H 0.2971 7.5937 -2.4645 0.379
H 0.8999 6.0029 -3.2918 0.231
H 0.9102 6.3179 -1.5082 0.127
H -1.4665 7.4834 -1.0998 0.495
H -1.2061 5.8520 -0.3987 -0.231
H -3.6553 6.3257 -2.1848 0.353
H -3.5854 5.9303 -0.4533 0.307
H -2.4465 4.3123 -2.5278 0.203
H -4.8817 4.3285 -2.8172 0.457
H -5.0326 3.9327 -1.1360 0.399
H -5.1659 1.7471 -2.5861 0.526
H -3.8569 1.8989 -1.4542 -0.010
H -3.5731 0.2130 -3.6878 0.372
H -2.2266 0.6479 -2.5722 0.087
H -2.0299 0.8424 -4.3799 0.160
C 4.2184 7.3202 1.5655 -0.800
O 3.4916 6.2127 1.0604 -0.348
C 2.2035 6.0651 1.6796 -0.875
C 1.6648 4.7519 1.1778 -0.534
N 2.4045 3.5672 1.6186 -0.093
C 2.3817 3.1780 3.0104 -1.194
C 1.1336 2.3994 3.3482 2.457
O 0.8430 2.4399 4.7265 -0.517
C 0.1862 3.6192 5.1369 -0.692
H 3.5596 8.1321 1.8024 0.335
H 4.9519 7.6414 0.8397 0.242
H 4.6795 6.9353 2.4760 0.287
H 1.5796 6.9298 1.4415 0.512
H 2.2723 6.1299 2.8005 0.447
H 1.7384 4.8494 0.0907 0.435
H 0.6000 4.6310 1.3842 -0.109
H 3.3373 3.5266 1.2213 0.393
H 2.4323 4.0402 3.6936 0.397
H 3.2466 2.5148 3.2415 0.380
H 1.2759 1.3259 3.0642 -1.494
H 0.2561 2.7445 2.7860 -0.285
H -0.1106 3.4241 6.1614 0.270
H -0.6480 3.7995 4.4656 0.232
H 0.8832 4.4648 5.0685 0.348
O 0.3456 -2.6153 3.5300 -0.663
C 0.4743 -1.2267 3.6559 0.293
C -0.7494 -0.5242 4.2627 -0.500
O -1.7965 -0.4320 3.3448 0.583
H -0.4898 -2.7804 3.0772 0.351
H 1.3435 -0.9369 4.2867 0.468
H 0.6239 -0.6878 2.7219 -0.629
H -0.4490 0.4724 4.5784 0.225
H -1.0626 -1.1164 5.1408 0.352
H -2.6031 -0.2813 3.8958 -0.197
O -3.2614 -6.3747 -0.6598 -0.573
C -2.0710 -5.7226 -0.1976 -0.005
C -2.1765 -5.2434 1.2311 -0.613
O -1.1940 -4.2981 1.6129 -0.161
H -3.5285 -7.1044 -0.0840 0.307
H -1.1874 -6.3555 -0.3314 0.300
H -1.9888 -4.8908 -0.8721 -0.019
H -2.1476 -6.1091 1.9066 0.373
H -3.1670 -4.8019 1.3775 0.296
H -0.3223 -4.6697 1.7423 0.026
O 6.1795 -0.1446 3.0076 -0.564
C 5.3275 -0.8130 2.0996 -1.098
C 4.0387 -0.0570 1.7661 0.468
O 3.2428 -0.7999 0.8561 0.364
H 5.7189 -0.2966 3.8282 0.357
H 5.8220 -0.9928 1.1322 0.400
H 4.9739 -1.7770 2.4965 0.421
H 4.3532 0.9175 1.3161 0.076
H 3.4706 0.1384 2.7511 -0.164
H 2.4998 -0.1920 0.6162 -0.210
O -1.2545 -1.8449 -5.7017 -0.623
C -0.0026 -1.3369 -5.3116 1.029
C 0.7836 -0.6671 -6.4460 -0.742
O 1.4899 -1.4580 -7.3590 -0.551
H -1.7294 -2.1413 -4.9078 0.355
H -0.1257 -0.5051 -4.5884 -0.303
H 0.6767 -2.0728 -4.8276 -0.135
H 1.5566 -0.0358 -5.9122 0.259
H 0.1112 -0.0164 -6.9785 0.394
H 0.8937 -2.0700 -7.7832 0.334
O 1.5714 0.1598 -2.7792 -0.713
C 2.4281 -0.9044 -2.4401 1.201
C 3.7898 -0.2817 -2.1540 -0.414
O 4.6263 -1.2928 -1.6012 -0.576
H 0.6547 -0.1219 -2.6615 -0.219
H 2.2140 -1.3338 -1.4718 -0.830
H 2.4917 -1.6344 -3.2654 0.387
H 3.5695 0.5934 -1.4663 -0.043
H 4.2110 0.0784 -3.1026 0.475
H 4.2771 -1.4048 -0.7130 0.177

---

# 2
9
Properties=species:S:1:pos:R:3:mulliken_charge:R:1 method="wB97M-V/def2-TZVPD" largest_force_ev_per_a=5.79 spin_multiplicity=1 homo_lumo_gap_ev=10.01 smiles=OCNS total_charge=0 de_lowest_ev=2.168
O -1.2059 -1.0321 -0.9866 -0.489
C -0.3805 0.1781 -0.6093 -0.334
N 0.2970 0.4726 0.7012 -0.382
S 1.7137 -0.3968 0.9175 -0.134
H -1.3720 -1.5642 -0.2190 0.274
H 0.3467 0.4695 -1.3076 0.353
H -1.2075 0.9691 -0.6242 0.289
H -0.4855 0.1075 1.3247 0.270
H 2.2941 0.7963 0.8033 0.154

---

# 3
21
Properties=species:S:1:pos:R:3:mulliken_charge:R:1 method="wB97M-V/def2-TZVPD" largest_force_ev_per_a=0.23 spin_multiplicity=1 homo_lumo_gap_ev=9.89 smiles="NC(N)(N)CPP(=O)(O)O" total_charge=0
N 0.3754 -0.9153 2.4894 -0.784
C -0.3344 -1.0595 1.2254 0.686
N 0.4937 -1.9346 0.4185 -0.677
N -1.6314 -1.6797 1.5005 -0.621
C -0.4802 0.3136 0.4990 -0.988
P -0.5244 0.1460 -1.3606 -0.138
P 1.2154 1.4006 -1.8132 0.884
O 2.2999 1.1648 -0.8612 -0.588
O 1.6409 1.0954 -3.3209 -0.496
O 0.7173 2.9282 -1.9661 -0.531
H 0.0011 -0.1456 3.0341 0.259
H 1.3372 -0.6696 2.2719 0.272
H 0.7804 -2.7118 1.0050 0.305
H -0.0226 -2.3219 -0.3626 0.272
H -2.0779 -1.9649 0.6365 0.278
H -2.2631 -1.0486 1.9804 0.231
H 0.3648 0.9423 0.7796 0.485
H -1.4010 0.8050 0.8176 0.428
H -1.4795 1.1602 -1.6322 0.047
H 0.9808 1.3335 -3.9802 0.314
H 0.0074 3.1621 -1.3611 0.363

---

# 4
19
Properties=species:S:1:pos:R:3:mulliken_charge:R:1 method="wB97M-V/def2-TZVPD" largest_force_ev_per_a=3.41 spin_multiplicity=2 homo_lumo_gap_ev="9.78 / 6.08" total_charge=+2 de_lowest_ev=3.147
C -1.7959 -0.5519 -0.9702 -1.229
C -1.0451 -0.6316 0.3980 -0.069
C 0.3425 -0.8340 0.0196 0.195
C 1.0575 -2.0091 0.2092 -0.586
C 1.8725 0.9970 -0.2260 -0.144
N 1.0106 0.2181 -0.7666 0.148
H -1.5261 -1.1987 -1.8014 0.452
H -2.8317 -0.7139 -0.6520 0.348
H -1.8476 0.4541 -1.4078 0.412
H -1.2708 0.2344 1.0165 0.185
H -1.4249 -1.4232 1.0327 0.478
H 0.5129 -2.8416 0.6939 0.335
H 2.0673 -2.4393 0.3211 0.379
H 2.3428 1.7811 -0.8090 0.345
H 2.1228 0.8246 0.8158 0.335
H 0.6051 0.3812 -1.6909 0.357
H -0.1926 3.3306 1.3795 0.332
H -0.0261 1.8776 1.5695 0.319
O 0.0269 2.5446 0.8681 -0.591

---

# 5
13
Properties=species:S:1:pos:R:3:mulliken_charge:R:1 method="wB97M-V/def2-TZVPD" largest_force_ev_per_a=4.81 spin_multiplicity=1 homo_lumo_gap_ev=9.83 total_charge=0 de_lowest_ev=2.553
C 1.8222 -0.2957 0.3490 -0.940
C 0.2751 0.1180 -0.1204 0.810
C -0.7449 -0.8202 -0.6425 -0.416
C -2.0056 -0.6521 -0.1341 -0.067
F -2.3727 0.1334 0.9146 -0.217
C 0.0703 1.4256 0.1837 -0.485
F -1.0787 2.0649 -0.4620 -0.296
H 2.4566 0.7854 0.1936 0.225
H 1.9549 -0.7019 1.4908 0.238
H 2.3957 -1.2104 -0.1654 0.288
H -0.7394 -1.5914 -1.5670 0.209
H -2.7876 -1.4449 -0.4877 0.267
H 0.7540 2.1893 0.4472 0.384